DFT (ωB97M-V with the def2-TZVPD basis set) results for 8 unconnected molecules or ions with the total composition C32H88N8O8 at a distorted geometry.

Positions of all 136 atoms, in Å:
C: 2.72 -5.73 -0.22
O: 1.39 -5.92 0.42
C: 0.77 -4.70 0.26
C: -0.71 -4.97 0.34
C: -1.28 -5.75 -0.85
N: -1.50 -3.73 0.45
H: 2.64 -5.37 -1.25
H: 3.43 -6.56 -0.31
H: 3.23 -4.91 0.28
H: 1.23 -4.13 1.07
H: 1.00 -4.17 -0.66
H: -0.86 -5.69 1.15
H: -2.20 -6.27 -0.58
H: -0.78 -6.63 -1.25
H: -1.41 -5.02 -1.65
H: -2.47 -3.97 0.60
H: -1.25 -3.31 1.33
C: 6.21 0.77 -1.85
O: 7.23 -0.21 -2.00
C: 7.74 -0.25 -3.31
C: 9.10 -0.96 -3.25
C: 10.18 -0.18 -2.48
N: 9.52 -1.07 -4.59
H: 5.38 0.49 -2.50
H: 6.60 1.72 -2.19
H: 6.02 0.95 -0.79
H: 7.05 -0.65 -4.05
H: 7.97 0.75 -3.69
H: 9.02 -1.97 -2.86
H: 10.38 0.81 -2.89
H: 11.12 -0.62 -2.82
H: 10.10 -0.28 -1.39
H: 8.87 -1.75 -4.96
H: 10.43 -1.53 -4.59
C: -4.15 -3.16 -6.93
O: -3.15 -3.46 -6.00
C: -2.20 -2.37 -5.80
C: -0.97 -2.63 -4.87
C: -1.40 -2.81 -3.47
N: -0.01 -1.49 -4.79
H: -5.14 -3.30 -6.49
H: -4.20 -3.69 -7.88
H: -4.18 -2.14 -7.30
H: -1.96 -1.91 -6.76
H: -2.75 -1.57 -5.31
H: -0.45 -3.57 -5.05
H: -2.13 -3.60 -3.29
H: -1.81 -1.87 -3.11
H: -0.62 -3.21 -2.82
H: -0.49 -0.64 -4.54
H: 0.64 -1.58 -4.02
C: 0.13 2.37 -2.78
O: -0.59 2.17 -3.99
C: -1.90 2.63 -3.94
C: -2.77 2.10 -5.10
C: -2.11 2.21 -6.45
N: -4.06 2.67 -5.26
H: 0.29 3.40 -2.46
H: 1.13 1.93 -2.78
H: -0.41 1.95 -1.93
H: -2.31 2.32 -2.97
H: -1.95 3.72 -3.99
H: -2.94 1.04 -4.93
H: -2.60 1.65 -7.24
H: -1.18 1.64 -6.36
H: -1.83 3.24 -6.66
H: -3.96 3.56 -5.73
H: -4.57 2.07 -5.89
C: -1.22 1.81 7.37
O: 0.00 1.77 6.72
C: 0.43 3.06 6.42
C: -0.39 3.55 5.03
C: 0.01 2.75 3.72
N: -0.23 5.02 4.77
H: -1.34 0.76 7.65
H: -2.08 2.20 6.83
H: -1.12 2.36 8.30
H: 0.35 3.67 7.32
H: 1.51 3.14 6.28
H: -1.45 3.32 5.11
H: 0.94 3.07 3.25
H: -0.89 2.75 3.11
H: 0.24 1.72 3.98
H: -0.41 4.95 3.78
H: -0.98 5.57 5.18
C: -2.76 -0.22 4.84
O: -3.40 -0.89 5.98
C: -2.79 -2.10 6.46
C: -3.34 -2.61 7.77
C: -2.88 -4.08 8.13
N: -4.74 -2.76 7.71
H: -2.64 -0.89 3.99
H: -1.89 0.26 5.31
H: -3.47 0.58 4.65
H: -2.96 -2.88 5.71
H: -1.70 -2.10 6.56
H: -3.10 -1.91 8.57
H: -3.18 -4.33 9.15
H: -1.80 -4.14 8.17
H: -3.20 -4.72 7.31
H: -4.83 -3.12 8.65
H: -5.32 -1.93 7.63
C: 2.90 -0.53 -0.66
O: 1.56 -0.08 -0.61
C: 0.92 -0.40 0.65
C: -0.54 -0.03 0.52
C: -1.31 -0.25 1.71
N: -1.11 -0.88 -0.45
H: 3.55 -0.43 0.22
H: 3.35 0.13 -1.40
H: 2.87 -1.53 -1.08
H: 1.13 -1.42 0.98
H: 1.22 0.14 1.54
H: -0.55 1.01 0.19
H: -2.36 -0.03 1.55
H: -0.85 0.34 2.50
H: -1.04 -1.26 2.02
H: -1.06 -1.81 -0.06
H: -0.51 -0.86 -1.26
C: -3.06 3.37 1.13
O: -1.94 4.13 1.06
C: -1.42 4.36 -0.22
C: -0.65 5.66 -0.13
C: -1.63 6.74 0.14
N: -0.02 6.01 -1.35
H: -3.25 2.81 2.04
H: -3.11 2.61 0.34
H: -3.98 3.81 0.74
H: -0.79 3.57 -0.64
H: -2.22 4.42 -0.95
H: 0.15 5.64 0.60
H: -2.37 6.56 0.93
H: -2.09 7.06 -0.79
H: -1.14 7.63 0.52
H: -0.80 6.12 -1.98
H: 0.43 6.92 -1.27

Computed properties:
Kohn-Sham gap = 9.29 eV
Largest force on an atom = 4.355 eV/Å
HOMO energy = -8.80 eV
Charge = 0
E_LUMO = 0.50 eV
Energy above the lowest of the compared OMol25 structures with the same formula, charge and spin = 663.0 kJ/mol


DFT (ωB97M-V with the def2-TZVPD basis set) results for 8 unconnected molecules or ions with the total composition C32H88N8O8 at a distorted geometry.

Positions of all 136 atoms, in Å:
C: -2.71 8.01 -1.36
O: -3.28 6.73 -1.29
C: -3.04 6.03 -0.12
C: -3.84 4.73 -0.10
C: -5.35 4.98 -0.06
N: -3.61 3.96 1.10
H: -3.26 8.70 -1.99
H: -1.70 8.09 -1.76
H: -2.81 8.50 -0.38
H: -1.99 5.77 -0.07
H: -3.44 6.73 0.61
H: -3.57 4.25 -1.04
H: -5.65 5.32 0.94
H: -5.90 4.06 -0.28
H: -5.54 5.74 -0.82
H: -4.14 3.10 1.09
H: -2.65 3.71 1.25
C: 0.63 -0.70 3.95
O: -0.15 -0.63 5.15
C: 0.27 0.33 6.09
C: -0.51 0.26 7.42
C: 0.05 1.27 8.50
N: -0.35 -1.05 7.92
H: 0.63 0.24 3.39
H: 0.24 -1.45 3.27
H: 1.68 -0.96 4.08
H: 1.36 0.28 6.12
H: 0.16 1.32 5.65
H: -1.52 0.61 7.22
H: -0.49 1.49 9.42
H: -0.03 2.26 8.04
H: 1.09 1.19 8.80
H: -0.43 -1.67 7.12
H: 0.60 -1.14 8.23
C: 4.35 -2.35 -2.28
O: 5.68 -2.60 -2.80
C: 5.77 -3.91 -3.24
C: 6.86 -4.08 -4.36
C: 6.33 -3.94 -5.80
N: 7.73 -5.22 -4.24
H: 3.56 -2.80 -2.88
H: 4.27 -1.32 -1.94
H: 4.18 -2.99 -1.41
H: 5.98 -4.41 -2.29
H: 4.82 -4.30 -3.60
H: 7.50 -3.22 -4.18
H: 6.20 -2.87 -5.95
H: 5.43 -4.52 -6.02
H: 7.00 -4.37 -6.54
H: 7.97 -5.30 -3.26
H: 8.59 -5.21 -4.77
C: -0.77 -3.74 -1.05
O: 0.12 -4.54 -1.80
C: 1.24 -4.88 -1.09
C: 2.22 -5.92 -1.79
C: 1.50 -7.11 -2.42
N: 3.20 -6.44 -0.87
H: -0.47 -3.25 -0.12
H: -1.55 -4.43 -0.73
H: -1.21 -2.96 -1.67
H: 1.90 -4.01 -1.03
H: 1.07 -5.35 -0.12
H: 2.76 -5.46 -2.61
H: 2.23 -7.74 -2.93
H: 0.62 -7.04 -3.06
H: 0.99 -7.70 -1.65
H: 2.74 -7.02 -0.17
H: 3.57 -5.68 -0.31
C: -2.58 0.85 -3.10
O: -2.81 -0.27 -3.94
C: -2.21 -0.16 -5.24
C: -2.43 -1.48 -6.07
C: -1.82 -1.33 -7.43
N: -3.77 -1.75 -6.42
H: -3.14 0.79 -2.17
H: -2.94 1.74 -3.62
H: -1.51 0.96 -2.94
H: -2.63 0.73 -5.69
H: -1.14 0.03 -5.15
H: -2.01 -2.28 -5.47
H: -2.36 -0.55 -7.96
H: -1.79 -2.25 -8.01
H: -0.79 -1.02 -7.26
H: -4.34 -1.85 -5.59
H: -3.81 -2.72 -6.69
C: 3.12 3.90 0.03
O: 3.42 2.92 0.99
C: 4.53 3.24 1.91
C: 5.03 2.04 2.75
C: 3.88 1.37 3.45
N: 5.99 2.35 3.73
H: 2.20 3.43 -0.31
H: 3.92 3.91 -0.72
H: 2.92 4.88 0.45
H: 5.37 3.69 1.38
H: 4.25 4.03 2.61
H: 5.51 1.35 2.05
H: 4.24 0.58 4.11
H: 3.31 0.85 2.69
H: 3.32 1.96 4.18
H: 6.40 3.23 3.44
H: 5.41 2.75 4.45
C: -1.47 0.59 1.14
O: -0.77 -0.46 0.59
C: 0.67 -0.17 0.58
C: 1.17 0.44 -0.70
C: 0.96 -0.38 -2.01
N: 2.63 0.79 -0.66
H: -2.49 0.49 0.77
H: -1.01 1.56 0.97
H: -1.53 0.47 2.22
H: 1.08 0.33 1.45
H: 1.21 -1.12 0.63
H: 0.58 1.36 -0.73
H: 1.23 0.13 -2.93
H: -0.10 -0.60 -2.12
H: 1.67 -1.21 -2.03
H: 2.74 1.54 0.01
H: 3.19 0.03 -0.30
C: -5.28 1.16 0.20
O: -4.69 1.24 1.58
C: -5.30 0.34 2.60
C: -6.70 0.83 2.99
C: -6.76 2.38 3.37
N: -7.33 0.00 4.10
H: -6.28 1.55 0.38
H: -5.28 0.15 -0.22
H: -4.69 1.84 -0.40
H: -5.31 -0.66 2.15
H: -4.60 0.40 3.43
H: -7.32 0.50 2.16
H: -6.48 2.82 2.42
H: -6.01 2.66 4.11
H: -7.75 2.55 3.79
H: -6.84 0.15 4.97
H: -7.03 -0.95 3.96

Computed properties:
Kohn-Sham gap = 9.20 eV
Largest force on an atom = 3.746 eV/Å
HOMO energy = -8.86 eV
Charge = 0
E_LUMO = 0.34 eV
Energy above the lowest of the compared OMol25 structures with the same formula, charge and spin = 562.1 kJ/mol


DFT (ωB97M-V with the def2-TZVPD basis set) results for 16 unconnected molecules or ions with the total composition C32H90F6NO19S2 at a distorted geometry.

Positions of all 150 atoms, in Å:
C: -1.86 1.46 -0.58
F: -3.03 1.77 -0.05
F: -2.02 0.46 -1.44
F: -1.33 2.49 -1.19
S: -0.69 0.87 0.83
O: -0.39 2.07 1.61
O: -1.40 -0.17 1.54
N: 0.78 0.38 0.04
S: 1.34 -0.73 1.00
O: 1.36 -0.30 2.40
O: 0.77 -2.04 0.75
C: 3.15 -0.77 0.43
F: 3.77 -1.78 1.02
F: 3.19 -0.98 -0.88
F: 3.78 0.37 0.75
C: 2.12 4.81 -1.37
C: 1.67 3.58 -0.57
O: 1.69 2.46 -1.44
H: 1.39 5.07 -2.14
H: 3.08 4.63 -1.85
H: 2.21 5.68 -0.72
H: 0.70 3.78 -0.10
H: 2.40 3.36 0.21
H: 1.36 1.70 -0.93
C: 0.03 3.45 -4.57
C: 0.52 4.80 -5.05
O: 0.76 4.70 -6.46
H: -0.72 2.97 -5.19
H: -0.26 3.49 -3.51
H: 0.89 2.79 -4.52
H: 1.45 5.11 -4.56
H: -0.24 5.58 -4.98
H: 1.11 5.54 -6.79
C: 2.70 -4.91 4.16
C: 2.45 -4.87 2.68
O: 2.24 -6.19 2.24
H: 3.02 -3.95 4.58
H: 3.51 -5.61 4.39
H: 1.76 -5.17 4.66
H: 3.31 -4.39 2.22
H: 1.61 -4.19 2.48
H: 2.34 -6.22 1.28
C: -3.46 -3.82 -1.03
C: -2.17 -3.05 -1.11
O: -2.01 -2.58 -2.42
H: -3.37 -4.70 -1.67
H: -4.38 -3.26 -1.19
H: -3.48 -4.26 -0.03
H: -1.31 -3.63 -0.75
H: -2.13 -2.16 -0.47
H: -1.18 -2.08 -2.40
C: -4.11 4.06 2.17
C: -5.51 3.60 1.78
O: -6.35 4.72 1.68
H: -4.18 4.67 3.07
H: -3.80 4.82 1.45
H: -3.39 3.25 2.24
H: -5.94 2.94 2.54
H: -5.53 3.09 0.81
H: -7.21 4.49 2.03
C: -4.77 0.14 1.87
C: -5.09 -1.06 2.74
O: -6.17 -0.63 3.55
H: -3.89 -0.08 1.26
H: -4.44 0.97 2.49
H: -5.61 0.42 1.25
H: -4.21 -1.37 3.29
H: -5.36 -1.89 2.07
H: -6.43 -1.40 4.06
C: -5.33 -0.59 -1.52
C: -6.16 -0.47 -2.81
O: -6.34 -1.78 -3.33
H: -5.90 -1.07 -0.73
H: -5.00 0.40 -1.21
H: -4.41 -1.13 -1.73
H: -5.64 0.15 -3.54
H: -7.18 -0.14 -2.60
H: -5.59 -2.13 -3.81
C: 0.53 6.29 2.24
C: -0.73 5.44 2.09
O: -0.71 4.40 3.07
H: 0.44 7.19 1.64
H: 1.43 5.74 1.96
H: 0.65 6.62 3.28
H: -0.81 5.02 1.09
H: -1.63 6.06 2.18
H: -0.68 3.57 2.57
C: -3.98 3.18 -3.21
C: -4.88 4.00 -4.11
O: -5.95 3.23 -4.65
H: -3.04 3.69 -2.99
H: -3.82 2.15 -3.54
H: -4.51 3.10 -2.26
H: -4.33 4.49 -4.92
H: -5.43 4.77 -3.56
H: -5.63 2.63 -5.33
C: 4.38 0.82 3.84
C: 4.40 -0.55 4.53
O: 3.90 -0.37 5.85
H: 4.91 1.56 4.44
H: 3.38 1.20 3.60
H: 4.93 0.78 2.90
H: 5.40 -0.98 4.62
H: 3.80 -1.26 3.95
H: 4.53 0.23 6.26
C: 6.36 1.87 -2.87
C: 4.98 1.48 -2.36
O: 4.05 2.39 -2.95
H: 7.14 1.23 -2.46
H: 6.66 2.90 -2.66
H: 6.43 1.69 -3.95
H: 4.95 1.63 -1.28
H: 4.79 0.45 -2.66
H: 3.23 2.36 -2.44
C: 6.37 -4.79 2.23
C: 6.40 -3.32 2.64
O: 7.29 -3.16 3.74
H: 5.82 -4.93 1.30
H: 5.90 -5.38 3.02
H: 7.37 -5.21 2.10
H: 5.43 -2.90 2.94
H: 6.66 -2.67 1.81
H: 6.90 -3.40 4.59
C: 1.64 -0.49 -3.99
C: 0.22 -0.43 -3.38
O: 0.20 -1.12 -2.16
H: 2.34 -0.05 -3.28
H: 1.75 0.10 -4.90
H: 1.93 -1.51 -4.23
H: -0.53 -0.77 -4.10
H: -0.10 0.61 -3.26
H: 0.43 -0.50 -1.44
C: -1.24 -3.77 3.73
C: -2.09 -3.47 2.52
O: -3.25 -4.28 2.65
H: -1.78 -3.53 4.65
H: -0.25 -3.31 3.77
H: -1.18 -4.85 3.83
H: -1.53 -3.80 1.65
H: -2.34 -2.42 2.40
H: -3.05 -5.18 2.36
C: 2.26 -4.56 -1.23
C: 2.80 -5.96 -1.52
O: 2.26 -6.85 -0.53
H: 1.21 -4.62 -0.94
H: 2.44 -3.93 -2.10
H: 2.77 -4.13 -0.37
H: 3.88 -5.98 -1.40
H: 2.44 -6.31 -2.49
H: 2.00 -7.69 -0.91

Computed properties:
Kohn-Sham gap = 9.46 eV
Largest force on an atom = 3.533 eV/Å
HOMO energy = -7.30 eV
Charge = -1
E_LUMO = 2.16 eV
Energy above the lowest of the compared OMol25 structures with the same formula, charge and spin = 97.3 kJ/mol


Number 1 is which compound?
C32H88N8O8


Which value of largest force on an atom does entry 1 give?
4.355 eV/Å


Look up the HOMO energy of the second one.
-8.86 eV